[1]
A molecular structure, C35H53EuNOP3 at a distorted geometry, computed with ωB97M-V/def2-TZVPD.

Atoms and positions in Å:
Eu1 -1.047 -0.111 -1.259
P1 0.244 2.531 -1.585
P2 0.389 -2.574 -1.881
P3 -0.305 0.306 1.779
O1 2.858 0.004 -1.481
N1 0.314 0.056 -3.544
C1 -1.948 2.709 4.739
C2 0.758 1.307 -4.178
C3 -0.584 1.577 3.077
C4 -1.256 -3.989 -0.053
C5 -1.823 1.791 3.692
C6 -0.849 3.446 5.164
C7 1.759 -0.064 -1.123
C8 3.087 -1.799 4.113
C9 -3.405 -2.368 2.481
C10 1.748 4.991 -1.428
C11 -1.918 -0.574 1.800
C12 2.186 3.244 0.313
C13 -1.431 4.885 -1.996
C14 -4.223 -0.671 0.952
C15 0.948 -0.685 2.667
C16 1.781 -5.091 -1.989
C17 1.845 -3.642 -1.505
C18 3.302 -1.272 2.839
C19 0.752 -1.203 3.956
C20 -1.424 -4.801 -2.431
C21 0.520 2.341 3.514
C22 0.416 -2.465 -3.734
C23 -1.163 -3.590 -1.532
C24 -2.130 -1.780 2.492
C25 1.772 3.489 -1.146
C26 2.189 -3.609 -0.008
C27 0.802 -1.086 -4.328
C28 2.245 -0.740 2.120
C29 1.807 -1.762 4.648
C30 -2.973 -0.028 1.047
C31 0.378 3.266 4.546
C32 0.290 2.588 -3.448
C33 -1.227 3.631 -1.142
C34 -4.423 -1.846 1.715
C35 -1.289 3.979 0.353
H1 -0.672 -4.899 0.176
H2 3.123 3.780 0.504
H3 -0.627 0.034 -3.822
H4 -2.449 -5.143 -2.251
H5 -2.078 2.951 -1.370
H6 -1.971 -2.852 -1.746
H7 -2.452 5.246 -1.832
H8 -1.348 -4.572 -3.500
H9 1.114 5.543 -0.721
H10 1.082 -3.233 -4.113
H11 -0.752 5.708 -1.732
H12 1.861 1.319 -4.278
H13 -0.933 -3.188 0.631
H14 -0.741 2.797 -3.775
H15 -1.320 -2.257 3.038
H16 -0.595 -2.709 -4.084
H17 1.510 2.173 3.049
H18 1.493 -5.190 -3.045
H19 2.335 -2.587 0.358
H20 3.129 -4.149 0.142
H21 -2.225 -0.025 -2.760
H22 2.768 5.377 -1.308
H23 1.416 -4.091 0.605
H24 -0.940 4.169 5.995
H25 1.636 -2.179 5.642
H26 1.258 3.843 4.856
H27 -4.997 -0.266 0.330
H28 -2.303 4.324 0.584
H29 2.415 -0.320 1.120
H30 -0.596 4.789 0.633
H31 2.654 -3.130 -2.061
H32 1.443 5.241 -2.454
H33 -2.703 1.225 3.380
H34 -2.843 0.950 0.506
H35 -0.227 -1.128 4.414
H36 0.342 -1.001 -5.334
H37 1.436 3.622 1.022
H38 -2.301 -4.199 0.190
H39 2.364 2.184 0.516
H40 2.535 3.030 -1.804
H41 -3.579 -3.267 3.068
H42 -5.416 -2.315 1.688
H43 -0.759 -5.650 -2.217
H44 0.335 1.317 -5.196
H45 1.116 -5.714 -1.375
H46 -2.909 2.843 5.227
H47 1.903 -1.029 -4.459
H48 0.901 3.433 -3.750
H49 2.786 -5.519 -1.903
H50 -1.093 3.116 1.006
H51 4.311 -1.268 2.399
H52 3.924 -2.224 4.667
H53 -1.332 4.696 -3.072

Calculated values
- Molar mass: 748.70 g/mol
- Multiplicity: 8
- HOMO energy (alpha / beta): -9.485 / -10.153 eV
- E: -87881.411 eV
- LUMO (alpha / beta): -0.081 / -0.079 Ha
- Energy relative to the best compared isomer or geometry (same formula, charge and spin): 0.0 kcal/mol
- Net charge: +1
- Frontier orbital gap (alpha / beta): 7.2925 / 8.0084 eV

Now the Mulliken charges, all in e: atom 1 (Eu): 0.362, atom 2 (P): 0.970, atom 3 (P): 0.958, atom 4 (P): 2.590, atom 5 (O): -0.293, atom 6 (N): 0.365, atom 7 (C): -0.686, atom 8 (C): -1.379, atom 9 (C): 0.394, atom 10 (C): -1.337, atom 11 (C): -0.385, atom 12 (C): -0.548, atom 13 (C): 0.272, atom 14 (C): -0.671, atom 15 (C): -0.526, atom 16 (C): -1.694, atom 17 (C): 0.726, atom 18 (C): -0.843, atom 19 (C): -1.560, atom 20 (C): -0.815, atom 21 (C): 0.654, atom 22 (C): -1.653, atom 23 (C): 0.408, atom 24 (C): -0.528, atom 25 (C): -0.723, atom 26 (C): -1.528, atom 27 (C): -0.581, atom 28 (C): -0.996, atom 29 (C): 0.400, atom 30 (C): -1.203, atom 31 (C): 0.229, atom 32 (C): -1.009, atom 33 (C): -1.366, atom 34 (C): -1.053, atom 35 (C): -0.921, atom 36 (C): -0.490, atom 37 (C): -0.735, atom 38 (C): -1.079, atom 39 (C): 0.552, atom 40 (C): -0.721, atom 41 (C): -1.513, atom 42 (H): 0.246, atom 43 (H): 0.584, atom 44 (H): 0.445, atom 45 (H): 0.478, atom 46 (H): 0.419, atom 47 (H): 0.359, atom 48 (H): 0.481, atom 49 (H): 0.316, atom 50 (H): 0.238, atom 51 (H): 0.363, atom 52 (H): 0.247, atom 53 (H): 0.363, atom 54 (H): -0.004, atom 55 (H): 0.486, atom 56 (H): 0.299, atom 57 (H): 0.419, atom 58 (H): 0.361, atom 59 (H): 0.332, atom 60 (H): -0.141, atom 61 (H): 0.535, atom 62 (H): -0.175, atom 63 (H): 0.509, atom 64 (H): 0.190, atom 65 (H): 0.357, atom 66 (H): 0.411, atom 67 (H): 0.417, atom 68 (H): 0.531, atom 69 (H): 0.550, atom 70 (H): 0.544, atom 71 (H): 0.272, atom 72 (H): 0.489, atom 73 (H): 0.322, atom 74 (H): 0.315, atom 75 (H): 0.420, atom 76 (H): 0.526, atom 77 (H): 0.506, atom 78 (H): 0.185, atom 79 (H): 0.556, atom 80 (H): -0.134, atom 81 (H): 0.552, atom 82 (H): 0.406, atom 83 (H): 0.376, atom 84 (H): 0.248, atom 85 (H): 0.514, atom 86 (H): 0.249, atom 87 (H): 0.432, atom 88 (H): 0.367, atom 89 (H): 0.352, atom 90 (H): 0.504, atom 91 (H): 0.169, atom 92 (H): 0.426, atom 93 (H): 0.416, atom 94 (H): 0.332

[2]
A molecular structure, C20H19AsIrN4O11S2 at a distorted geometry, computed with ωB97M-V/def2-TZVPD.

Atoms and positions in Å:
Ir1 0.366 0.420 -0.704
As1 0.771 -2.348 1.268
S1 1.638 4.847 0.281
S2 2.548 0.493 1.942
O1 -0.316 2.006 -2.421
O2 3.410 -0.539 2.477
O3 -0.027 -3.742 1.511
O4 2.434 -2.733 0.950
O5 0.136 -1.537 -0.126
O6 -2.334 2.677 -3.291
O7 -1.816 -0.065 -1.423
O8 -2.480 -0.247 -3.609
O9 -0.860 -5.088 -2.230
O10 2.932 1.853 2.210
O11 2.338 0.199 0.469
N1 1.215 -0.521 -2.491
N2 2.932 2.735 -0.746
N3 0.696 2.477 -0.047
N4 0.659 -2.864 -2.992
C1 -1.481 1.988 -2.834
C2 -0.759 0.985 4.177
C3 -2.056 0.231 -2.605
C4 1.338 -4.022 -2.372
C5 -2.252 5.009 1.434
C6 -1.342 -0.272 4.136
C7 -0.035 4.571 0.696
C8 0.407 1.242 3.466
C9 0.362 -1.033 2.634
C10 0.957 0.235 2.689
C11 -0.636 -3.170 -3.641
C12 -1.504 -3.889 -2.627
C13 -2.583 3.674 1.210
C14 -0.795 -1.284 3.351
C15 1.796 3.181 -0.193
C16 -0.363 3.241 0.454
C17 0.349 -4.826 -1.526
C18 -1.646 2.781 0.720
C19 -0.971 5.471 1.181
C20 0.947 -1.650 -2.682
H1 -1.102 -2.257 -4.001
H2 3.762 3.285 -0.614
H3 -2.458 -4.161 -3.074
H4 -0.435 -3.837 -4.480
H5 3.055 1.732 -0.757
H6 -3.588 3.331 1.419
H7 0.906 2.202 3.511
H8 -1.206 1.770 4.774
H9 -2.237 -0.474 4.711
H10 1.726 -4.643 -3.180
H11 -1.669 -3.236 -1.762
H12 3.035 -2.110 1.410
H13 0.143 -4.303 -0.591
H14 -3.002 5.694 1.808
H15 -1.903 1.741 0.537
H16 -1.244 -2.267 3.292
H17 0.793 -5.791 -1.293
H18 2.159 -3.674 -1.750
H19 -0.708 6.509 1.345

Calculated values
- Molar mass: 822.66 g/mol
- Multiplicity: 6
- HOMO energy (alpha / beta): -8.925 / -9.303 eV
- E: -134875.589 eV
- LUMO (alpha / beta): 0.007 / -0.107 Ha
- Energy relative to the best compared isomer or geometry (same formula, charge and spin): 15.3 kcal/mol
- Frontier orbital gap (alpha / beta): 9.1111 / 6.3972 eV

Now the Mulliken charges, all in e: atom 1 (Ir): 2.477, atom 2 (As): 0.807, atom 3 (S): -0.334, atom 4 (S): 1.423, atom 5 (O): -0.665, atom 6 (O): -0.784, atom 7 (O): -0.807, atom 8 (O): -0.570, atom 9 (O): -0.570, atom 10 (O): -0.489, atom 11 (O): -0.538, atom 12 (O): -0.522, atom 13 (O): -0.452, atom 14 (O): -0.757, atom 15 (O): -0.822, atom 16 (N): -0.867, atom 17 (N): -0.327, atom 18 (N): 0.196, atom 19 (N): -0.025, atom 20 (C): 0.697, atom 21 (C): -0.643, atom 22 (C): 0.638, atom 23 (C): -0.716, atom 24 (C): -0.591, atom 25 (C): -0.609, atom 26 (C): 0.702, atom 27 (C): -0.528, atom 28 (C): -0.337, atom 29 (C): 0.539, atom 30 (C): -0.672, atom 31 (C): -0.278, atom 32 (C): -1.035, atom 33 (C): -0.784, atom 34 (C): 0.378, atom 35 (C): -0.081, atom 36 (C): 0.152, atom 37 (C): -0.482, atom 38 (C): -0.484, atom 39 (C): 0.751, atom 40 (H): 0.448, atom 41 (H): 0.282, atom 42 (H): 0.386, atom 43 (H): 0.265, atom 44 (H): 0.182, atom 45 (H): 0.447, atom 46 (H): 0.564, atom 47 (H): 0.448, atom 48 (H): 0.418, atom 49 (H): 0.308, atom 50 (H): 0.185, atom 51 (H): 0.488, atom 52 (H): -0.107, atom 53 (H): 0.408, atom 54 (H): 0.482, atom 55 (H): 0.583, atom 56 (H): 0.361, atom 57 (H): 0.441, atom 58 (H): 0.421

[3]
A single C4H5N3 molecule at a distorted geometry, computed with ωB97M-V/def2-TZVPD.

Atoms and positions in Å:
N1 -0.102 -1.503 0.478
N2 1.683 -1.727 -1.107
N3 -1.084 0.861 -0.586
C1 -1.537 0.395 0.630
C2 0.790 -1.304 -0.352
C3 0.169 1.019 -0.623
C4 -1.049 -0.763 1.048
H1 0.641 1.444 -1.575
H2 -1.530 -1.099 2.028
H3 -2.228 1.068 1.134
H4 2.495 -1.149 -1.534
H5 0.779 0.924 0.270

Calculated values
- Molar mass: 95.10 g/mol
- HOMO energy: -8.313 eV
- E: -8695.996 eV
- LUMO: 0.000 Ha
- Energy relative to the best compared isomer or geometry (same formula, charge and spin): 88.0 kcal/mol
- Frontier orbital gap: 8.3259 eV
- SMILES: C=N/C=C\N=C=N

Now the Mulliken charges, all in e: atom 1 (N): -0.336, atom 2 (N): -0.574, atom 3 (N): -0.403, atom 4 (C): -0.159, atom 5 (C): 0.615, atom 6 (C): -0.717, atom 7 (C): -0.060, atom 8 (H): 0.263, atom 9 (H): 0.244, atom 10 (H): 0.348, atom 11 (H): 0.268, atom 12 (H): 0.511

[4]
A molecular structure, C21H43InN2P3S2 at a distorted geometry, computed with ωB97M-V/def2-TZVPD.

Atoms and positions in Å:
In1 -0.519 1.431 0.187
S1 4.156 -0.047 -0.792
S2 -1.116 3.223 1.686
P1 -1.561 1.706 -2.011
P2 -1.538 -1.197 0.537
P3 2.631 -2.546 -2.326
N1 -3.761 2.511 1.562
N2 -2.733 1.650 3.281
C1 -2.566 3.217 -2.101
C2 -0.126 1.871 -3.117
C3 -2.594 0.355 -2.608
C4 2.002 1.020 2.390
C5 -3.305 -1.099 1.056
C6 2.327 -3.674 -0.944
C7 1.285 -2.451 -3.532
C8 3.144 -0.174 0.625
C9 3.394 3.054 -0.066
C10 4.051 -3.236 -3.212
C11 -4.094 1.534 3.507
C12 2.490 3.140 -1.053
C13 -1.681 1.343 4.249
C14 -4.724 2.085 2.444
C15 -0.894 -2.232 1.940
C16 -2.530 2.307 2.106
C17 2.102 0.711 1.027
C18 3.212 -1.007 2.910
C19 3.527 -1.143 1.570
C20 2.556 0.161 3.335
C21 -1.706 -2.522 -0.706
H1 -3.836 -1.995 0.707
H2 -0.393 2.534 -3.966
H3 -4.456 1.065 4.401
H4 -2.165 0.930 5.136
H5 3.497 -1.806 3.603
H6 -3.407 -1.028 2.147
H7 4.093 -2.848 -4.242
H8 2.659 -3.177 -0.014
H9 -3.913 3.001 0.665
H10 1.422 -3.274 -4.245
H11 -3.777 -0.222 0.604
H12 1.577 1.970 2.694
H13 -2.328 -3.331 -0.308
H14 2.914 -4.585 -1.062
H15 1.268 -3.950 -0.864
H16 -5.765 2.209 2.263
H17 3.165 2.894 0.967
H18 4.163 -1.939 1.218
H19 -1.442 -3.198 1.981
H20 -0.966 0.605 3.853
H21 -2.335 3.879 -1.254
H22 0.721 2.308 -2.565
H23 -3.291 0.040 -1.824
H24 0.181 -2.432 1.771
H25 1.698 3.878 -1.005
H26 1.367 -1.488 -4.067
H27 3.465 -1.151 -1.734
H28 -2.190 -2.137 -1.605
H29 -3.176 0.685 -3.477
H30 4.409 3.235 -0.256
H31 -1.137 2.257 4.507
H32 2.520 0.410 4.389
H33 -1.981 -0.500 -2.899
H34 -1.019 -1.698 2.902
H35 0.288 -2.531 -3.072
H36 0.184 0.884 -3.502
H37 -2.367 3.752 -3.045
H38 4.982 -2.977 -2.686
H39 1.664 1.354 0.238
H40 -3.632 2.955 -2.061
H41 -0.730 -2.929 -0.982
H42 2.686 2.688 -2.025
H43 3.950 -4.328 -3.227

Calculated values
- Molar mass: 595.46 g/mol
- HOMO energy (alpha / beta): -14.475 / -14.476 eV
- E: -80136.242 eV
- LUMO (alpha / beta): -0.380 / -0.380 Ha
- Energy relative to the best compared isomer or geometry (same formula, charge and spin): 24.3 kcal/mol
- Net charge: +3
- Frontier orbital gap (alpha / beta): 4.1307 / 4.1335 eV

Now the Mulliken charges, all in e: atom 1 (In): 0.411, atom 2 (S): -0.141, atom 3 (S): -0.169, atom 4 (P): 1.032, atom 5 (P): 0.725, atom 6 (P): 0.867, atom 7 (N): 0.321, atom 8 (N): 0.348, atom 9 (C): -1.310, atom 10 (C): -1.054, atom 11 (C): -1.076, atom 12 (C): -0.274, atom 13 (C): -1.210, atom 14 (C): -0.860, atom 15 (C): -1.026, atom 16 (C): -0.145, atom 17 (C): -0.590, atom 18 (C): -1.369, atom 19 (C): -0.036, atom 20 (C): -0.590, atom 21 (C): -0.696, atom 22 (C): -0.711, atom 23 (C): -1.059, atom 24 (C): -0.367, atom 25 (C): -0.170, atom 26 (C): -0.803, atom 27 (C): -0.624, atom 28 (C): -0.946, atom 29 (C): -1.040, atom 30 (H): 0.517, atom 31 (H): 0.485, atom 32 (H): 0.502, atom 33 (H): 0.298, atom 34 (H): 0.485, atom 35 (H): 0.415, atom 36 (H): 0.393, atom 37 (H): 0.022, atom 38 (H): 0.206, atom 39 (H): 0.407, atom 40 (H): 0.244, atom 41 (H): 0.684, atom 42 (H): 0.518, atom 43 (H): 0.447, atom 44 (H): 0.398, atom 45 (H): 0.464, atom 46 (H): 0.299, atom 47 (H): 0.761, atom 48 (H): 0.452, atom 49 (H): 0.176, atom 50 (H): 0.342, atom 51 (H): 0.189, atom 52 (H): 0.324, atom 53 (H): 0.237, atom 54 (H): 0.376, atom 55 (H): 0.301, atom 56 (H): -0.118, atom 57 (H): 0.475, atom 58 (H): 0.555, atom 59 (H): 0.338, atom 60 (H): 0.407, atom 61 (H): 0.497, atom 62 (H): 0.174, atom 63 (H): 0.325, atom 64 (H): 0.231, atom 65 (H): 0.232, atom 66 (H): 0.455, atom 67 (H): 0.395, atom 68 (H): 0.684, atom 69 (H): 0.394, atom 70 (H): -0.200, atom 71 (H): 0.352, atom 72 (H): 0.423